[1]
{"formula": "C80H75Cl8F3O20", "method": "the ωB97M-V functional and the def2-TZVPD basis", "species": ["F", "C", "C", "C", "C", "C", "C", "H", "H", "H", "H", "H", "F", "C", "C", "C", "C", "C", "C", "H", "H", "H", "H", "H", "F", "C", "C", "C", "C", "C", "C", "H", "H", "H", "H", "H", "C", "C", "C", "C", "C", "C", "O", "O", "H", "H", "H", "H", "H", "H", "C", "C", "C", "C", "C", "C", "O", "O", "H", "H", "H", "H", "H", "H", "C", "C", "C", "C", "C", "C", "O", "O", "H", "H", "H", "H", "H", "H", "C", "C", "C", "C", "C", "C", "O", "O", "H", "H", "H", "H", "H", "H", "C", "C", "C", "C", "C", "C", "O", "O", "H", "H", "H", "H", "H", "H", "C", "C", "C", "C", "C", "C", "O", "O", "H", "H", "H", "H", "H", "H", "C", "C", "C", "C", "C", "C", "O", "O", "H", "H", "H", "H", "H", "H", "C", "C", "C", "C", "C", "C", "O", "O", "H", "H", "H", "H", "H", "H", "C", "C", "C", "C", "C", "C", "O", "O", "H", "H", "H", "H", "H", "H", "C", "C", "C", "C", "C", "C", "O", "O", "H", "H", "H", "H", "H", "H", "C", "Cl", "Cl", "Cl", "Cl", "C", "Cl", "Cl", "Cl", "Cl"], "xyz": [[6.78327, 0.61848, -6.25276], [5.68142, -0.09983, -5.89912], [5.42680, -0.50956, -4.56893], [4.34532, -1.28113, -4.21556], [3.30159, -1.40499, -5.10642], [3.41481, -0.84620, -6.39694], [4.62950, -0.28554, -6.77811], [6.10182, -0.23201, -3.77286], [4.33591, -1.63805, -3.19628], [2.36007, -1.76207, -4.71598], [2.66735, -0.60094, -7.13690], [4.73671, -0.01884, -7.81916], [-2.66919, 3.84848, -4.59478], [-1.90413, 3.94887, -3.40719], [-0.87847, 3.00667, -3.21363], [-0.15047, 2.97715, -2.01244], [-0.38804, 3.94527, -0.99366], [-1.39657, 4.93097, -1.24142], [-2.14475, 4.86789, -2.40612], [-0.64376, 2.30611, -4.00137], [0.55742, 2.16847, -1.90597], [0.11910, 3.79986, -0.05129], [-1.65926, 5.54615, -0.39352], [-3.02811, 5.48515, -2.47730], [3.37864, 0.78629, -2.36251], [3.20043, 1.81232, -3.22797], [4.06423, 2.88387, -3.15264], [3.92220, 4.02193, -3.95793], [2.87072, 3.99349, -4.84081], [2.03492, 2.93178, -4.93380], [2.18355, 1.81251, -4.12257], [4.88237, 2.66818, -2.48142], [4.53889, 4.90229, -3.85274], [2.70283, 4.81667, -5.51947], [1.31339, 3.05831, -5.72740], [1.49387, 0.98925, -4.23654], [-4.41443, 4.27446, 3.87868], [-4.90919, 3.77631, 5.05938], [-4.50983, 2.52860, 5.45690], [-3.55471, 1.78641, 4.79202], [-3.05268, 2.30752, 3.56111], [-3.43446, 3.59544, 3.20332], [-2.88449, 4.16550, 2.07789], [-4.99714, 1.89533, 6.50078], [-4.74338, 5.17674, 3.38463], [-5.62827, 4.32986, 5.64496], [-3.39912, 0.74505, 5.03238], [-2.38687, 1.69400, 2.97230], [-3.06318, 3.63022, 1.30126], [-5.24552, 2.37958, 7.29162], [-0.94231, -5.73401, -0.36826], [-1.96399, -6.33133, 0.33812], [-2.11564, -6.03451, 1.66851], [-1.19514, -5.24735, 2.32977], [-0.17572, -4.60365, 1.60209], [-0.10755, -4.77103, 0.28197], [0.82092, -4.08227, -0.49909], [-3.30419, -6.32135, 2.27571], [-0.78504, -5.85433, -1.42995], [-2.64118, -7.09775, -0.00889], [-1.39544, -4.99232, 3.35993], [0.48159, -3.93671, 2.14017], [1.14473, -3.25214, -0.14184], [-3.42113, -6.27164, 3.22726], [-4.78107, -3.36999, -3.42779], [-3.72627, -2.50133, -3.39569], [-3.73951, -1.47440, -4.29505], [-4.64592, -1.40370, -5.33376], [-5.62477, -2.38735, -5.43829], [-5.74443, -3.34846, -4.43197], [-6.80932, -4.27862, -4.40479], [-2.79141, -0.46831, -4.21238], [-4.86893, -4.04386, -2.58840], [-3.00736, -2.63038, -2.60013], [-4.66095, -0.56001, -6.00783], [-6.51162, -2.28408, -6.04594], [-7.56496, -3.68789, -4.44539], [-2.80351, 0.09771, -4.98767], [4.66858, 3.87754, 2.95917], [3.36076, 3.37262, 2.86109], [2.77048, 3.20624, 1.60659], [3.31102, 3.72671, 0.45004], [4.60107, 4.18846, 0.54689], [5.28440, 4.18486, 1.78330], [6.63614, 4.29798, 1.76015], [1.65838, 2.44382, 1.48221], [5.20008, 3.94775, 3.89671], [2.96336, 2.94332, 3.76894], [2.88248, 3.55663, -0.52660], [5.18297, 4.42576, -0.33145], [7.08212, 4.40180, 2.60390], [1.29874, 2.21158, 2.34147], [5.43257, 0.55797, 3.11078], [4.28441, -0.01587, 2.50097], [3.66966, -1.07991, 3.15248], [4.23276, -1.63565, 4.28105], [5.42025, -1.15241, 4.75645], [5.99798, 0.03765, 4.27092], [7.13099, 0.65117, 4.83370], [2.61952, -1.65731, 2.55406], [5.85718, 1.41098, 2.60237], [3.86335, 0.55562, 1.68702], [3.85362, -2.51739, 4.77621], [5.86536, -1.63636, 5.61323], [7.91196, 0.09378, 4.80190], [2.59906, -1.64690, 1.59434], [-0.27698, -0.54700, -2.29853], [0.95704, -0.98160, -1.85111], [1.36633, -0.84752, -0.50672], [0.44096, -0.29285, 0.41451], [-0.82489, 0.01585, -0.04862], [-1.15820, -0.01007, -1.38589], [-2.41678, 0.43135, -1.75270], [2.46837, -1.47554, -0.12431], [-0.50685, -0.77166, -3.32960], [1.58568, -1.37604, -2.63573], [0.62329, -0.30075, 1.47898], [-1.58436, 0.38664, 0.62378], [-2.49166, 0.03567, -2.62415], [3.22767, -1.11422, -0.58747], [-5.35469, 1.87599, -1.60437], [-6.67595, 1.98192, -1.93859], [-7.49997, 2.72110, -1.04529], [-6.96195, 3.43729, 0.06505], [-5.60519, 3.27098, 0.34347], [-4.76853, 2.52444, -0.50538], [-3.43627, 2.47164, -0.22041], [-8.83183, 2.77645, -1.33712], [-4.64353, 1.37019, -2.24062], [-6.88152, 1.40103, -2.82555], [-7.51396, 3.94255, 0.84376], [-5.16452, 3.77090, 1.19334], [-2.85119, 2.03600, -0.84450], [-9.39692, 3.00137, -0.59437], [-0.04158, -4.54515, 5.83510], [0.59148, -3.49877, 5.10993], [-0.16541, -2.47778, 4.61807], [-1.57339, -2.41679, 4.88421], [-2.15890, -3.39995, 5.69780], [-1.40599, -4.49707, 6.03521], [-2.07214, -5.54498, 6.62922], [0.31721, -1.40038, 4.00644], [0.48497, -5.43398, 6.14994], [1.62475, -3.63766, 4.82804], [-2.13090, -1.51197, 4.69216], [-3.21855, -3.32922, 5.89414], [-1.46232, -6.17958, 7.01262], [1.22280, -1.51286, 3.70835], [2.93248, -4.76974, -5.18761], [2.52386, -4.47429, -6.44266], [1.25845, -3.88745, -6.59942], [0.41966, -3.57556, -5.54613], [0.86022, -3.88860, -4.24687], [2.10314, -4.47472, -4.09095], [2.42054, -4.88524, -2.83502], [0.89080, -3.44192, -7.87390], [3.86747, -5.29764, -5.07136], [3.14273, -4.65597, -7.30891], [-0.55654, -3.13509, -5.68550], [0.28676, -3.50156, -3.41756], [1.78630, -4.67009, -2.14724], [1.64317, -3.37746, -8.46667], [-0.14621, 3.77601, 3.98111], [-0.70094, 4.83109, 4.77038], [-0.88665, 4.54909, 6.09491], [-0.80770, 3.30976, 6.66085], [-0.38113, 2.26269, 5.87953], [-0.04368, 2.46333, 4.51605], [0.38412, 1.49854, 3.65958], [-1.22345, 5.61821, 6.87226], [0.17943, 3.91559, 2.96088], [-0.97493, 5.77368, 4.31999], [-1.23576, 3.21434, 7.64780], [-0.16921, 1.31180, 6.34568], [0.28490, 0.63219, 4.06108], [-1.35297, 6.38077, 6.30365], [-4.16135, -2.14261, 1.27998], [-4.59397, -3.41116, 2.38377], [-5.67050, -1.66080, 0.34731], [-3.57388, -0.75886, 2.22006], [-2.97540, -2.80180, 0.18480], [7.19014, -2.50445, -0.62717], [6.16602, -1.16172, -0.34423], [6.65360, -3.97721, 0.10772], [7.01761, -2.77059, -2.38997], [8.88736, -2.27259, -0.16116]], "lowdin_charge": [0.053, -0.237, -0.045, -0.116, -0.087, -0.061, -0.034, 0.096, 0.084, 0.078, 0.108, 0.112, -0.002, -0.213, -0.029, -0.066, -0.034, -0.060, -0.040, 0.098, 0.089, 0.083, 0.103, 0.118, 0.047, -0.299, -0.015, -0.044, -0.108, -0.087, -0.033, 0.116, 0.109, 0.108, 0.114, 0.110, -0.026, -0.011, -0.386, 0.002, -0.012, -0.355, 0.005, 0.063, 0.123, 0.117, 0.102, 0.085, 0.046, 0.118, 0.005, -0.025, -0.360, 0.002, -0.025, -0.317, 0.013, 0.006, 0.115, 0.126, 0.097, 0.112, 0.072, 0.102, -0.009, -0.020, -0.299, -0.011, -0.006, -0.287, 0.024, 0.007, 0.121, 0.084, 0.120, 0.118, 0.094, 0.122, -0.032, -0.005, -0.344, -0.007, -0.003, -0.352, 0.035, 0.014, 0.122, 0.118, 0.106, 0.111, 0.105, 0.032, -0.003, -0.004, -0.326, -0.017, -0.017, -0.281, 0.014, 0.016, 0.108, 0.112, 0.112, 0.116, 0.098, 0.060, -0.022, -0.012, -0.329, 0.037, -0.026, -0.325, 0.008, 0.021, 0.112, 0.099, 0.102, 0.084, 0.035, 0.092, -0.037, -0.005, -0.296, -0.002, -0.004, -0.281, 0.013, 0.026, 0.101, 0.114, 0.109, 0.091, 0.065, 0.101, -0.011, -0.012, -0.346, 0.014, -0.012, -0.364, 0.035, 0.031, 0.115, 0.108, 0.079, 0.121, 0.098, 0.058, -0.019, -0.035, -0.308, -0.012, -0.034, -0.324, 0.042, 0.009, 0.122, 0.121, 0.113, 0.104, 0.055, 0.089, 0.016, 0.006, -0.354, -0.020, -0.009, -0.310, 0.011, 0.043, 0.107, 0.123, 0.127, 0.117, 0.080, 0.095, -1.972, 0.587, 0.498, 0.607, 0.649, -2.080, 0.596, 0.557, 0.523, 0.540], "homo_ev": -7.69, "homo_lumo_gap_ev": 7.89}

[2]
{"formula": "C20H60O15", "method": "the ωB97M-V functional and the def2-TZVPD basis", "species": ["C", "C", "O", "H", "H", "H", "H", "H", "H", "C", "C", "O", "H", "H", "H", "H", "H", "H", "C", "C", "O", "H", "H", "H", "H", "H", "H", "C", "C", "O", "H", "H", "H", "H", "H", "H", "C", "C", "O", "H", "H", "H", "H", "H", "H", "C", "C", "O", "O", "H", "H", "H", "H", "H", "H", "C", "C", "O", "O", "H", "H", "H", "H", "H", "H", "C", "C", "O", "O", "H", "H", "H", "H", "H", "H", "C", "C", "O", "O", "H", "H", "H", "H", "H", "H", "C", "C", "O", "O", "H", "H", "H", "H", "H", "H"], "xyz": [[3.10053, 3.66752, 0.73674], [2.52259, 2.23189, 0.68650], [1.95161, 1.74478, 1.90186], [2.26681, 4.40658, 0.82087], [3.72716, 3.72484, -0.17116], [3.62911, 3.67112, 1.73002], [3.36678, 1.55054, 0.50487], [1.79549, 2.10505, -0.16838], [1.01423, 2.10204, 1.86790], [-2.72966, -4.31564, -0.28250], [-2.42218, -4.26849, -1.75531], [-2.46785, -2.84303, -2.13024], [-2.03423, -3.78820, 0.37050], [-2.69998, -5.38238, 0.03803], [-3.76340, -4.02952, -0.02184], [-3.18382, -4.84501, -2.27569], [-1.40711, -4.66948, -1.94765], [-2.39022, -2.63266, -3.06664], [2.99002, -4.68700, -2.08002], [1.93156, -4.52574, -0.92644], [0.91620, -3.58808, -1.23752], [4.00672, -4.91950, -1.62530], [3.04323, -3.77443, -2.73370], [2.64925, -5.41076, -2.82786], [2.51446, -4.17744, -0.05014], [1.42652, -5.43146, -0.62032], [1.16897, -2.67077, -1.29699], [4.86210, -0.64494, 2.33084], [5.12260, -1.77253, 1.25618], [5.19216, -1.11267, -0.04325], [3.79864, -0.42376, 2.32767], [5.51675, 0.22594, 2.09021], [5.16161, -1.12673, 3.25326], [4.29231, -2.45232, 1.46369], [6.09645, -2.30270, 1.42232], [4.44887, -1.48877, -0.61014], [-1.73364, 4.94630, -1.35558], [-0.67621, 3.83340, -1.26017], [-0.52518, 3.29794, -2.54202], [-1.60897, 5.58107, -2.20386], [-1.78173, 5.56501, -0.37883], [-2.74698, 4.44174, -1.46316], [-1.06870, 3.05832, -0.52858], [0.24527, 4.18051, -0.87736], [-0.09821, 2.41797, -2.53230], [-3.09636, -0.99036, 4.31392], [-3.73937, -0.65867, 2.98295], [-4.95483, 0.09708, 3.09270], [-2.90750, 0.30337, 5.00039], [-2.16620, -1.45941, 4.11152], [-3.77074, -1.68934, 4.82484], [-3.99990, -1.63281, 2.52161], [-3.00011, -0.20122, 2.31120], [-5.22288, 0.57283, 2.30592], [-2.65756, 0.29113, 5.92922], [-0.65565, 2.79766, 3.85390], [-1.96057, 3.25797, 4.46564], [-3.11192, 2.85871, 3.70578], [-0.61830, 2.90116, 2.42303], [-0.41063, 1.73287, 4.04155], [0.09295, 3.45658, 4.35226], [-1.90436, 4.35122, 4.36849], [-1.97310, 2.97822, 5.50568], [-3.57890, 2.08548, 4.06478], [-1.53879, 3.01306, 2.17636], [2.94364, -0.41564, -2.75714], [1.64020, 0.10288, -3.25352], [0.94297, 0.91872, -2.35578], [2.87990, -1.37507, -1.63106], [3.59486, 0.44700, -2.50056], [3.46539, -0.99239, -3.54414], [1.08528, -0.77615, -3.53319], [1.85615, 0.69512, -4.09875], [0.39146, 0.30256, -1.80447], [2.54192, -0.89363, -0.85203], [-2.99538, 1.57142, -3.46275], [-2.24345, 0.72832, -4.53485], [-1.88468, -0.53452, -4.06852], [-3.03424, 2.86560, -3.87683], [-2.52776, 1.55141, -2.42542], [-4.00833, 1.21946, -3.29677], [-1.35487, 1.30522, -4.89812], [-3.00671, 0.60561, -5.25734], [-1.37939, -0.33009, -3.27117], [-2.14110, 3.21284, -3.76321], [-0.88503, -0.80490, 0.30327], [0.35281, -1.31348, 1.15829], [1.55926, -0.71560, 0.75296], [-0.57513, -1.12225, -1.11381], [-0.77510, 0.31994, 0.45899], [-1.87839, -1.13291, 0.53190], [0.60260, -2.31419, 0.90934], [0.18776, -1.07406, 2.19772], [1.70081, 0.17070, 1.22857], [-1.30074, -1.75599, -1.38188]], "lowdin_charge": [-0.067, -0.318, -0.119, 0.072, 0.082, 0.090, 0.108, 0.112, 0.076, -0.097, -0.248, -0.108, 0.063, 0.087, 0.080, 0.110, 0.109, 0.078, -0.077, -0.287, -0.112, 0.088, 0.067, 0.055, 0.098, 0.102, 0.028, -0.082, -0.284, -0.127, 0.042, 0.084, 0.057, 0.093, 0.110, 0.062, -0.077, -0.327, -0.103, 0.057, 0.100, 0.087, 0.116, 0.080, 0.053, -0.170, -0.244, -0.053, -0.086, 0.099, 0.125, 0.122, 0.103, 0.091, 0.093, -0.231, -0.230, -0.078, -0.096, 0.118, 0.132, 0.125, 0.114, 0.062, 0.074, -0.167, -0.249, -0.086, -0.121, 0.133, 0.132, 0.123, 0.119, 0.071, 0.051, -0.289, -0.229, -0.065, -0.065, 0.125, 0.119, 0.137, 0.108, 0.049, 0.061, -0.124, -0.201, -0.115, -0.137, 0.124, 0.089, 0.095, 0.114, 0.064, 0.060], "homo_ev": -9.55, "de_lowest_kcal_mol": 35.89, "smiles": "OCCO.OCCO.OCCO.OCCO.OCCO.CCO.CCO.CCO.CCO.CCO", "homo_lumo_gap_ev": 9.80}